{
  "formula": "C30H51BrF4NbO5SSi",
  "method": "wB97M-V/def2-TZVPD",
  "charge": -1,
  "gap_ev": 7.497,
  "e_tot_ev": -143355.282,
  "species": ["C", "C", "O", "Nb", "S", "Br", "C", "C", "C", "C", "C", "C", "C", "C", "Si", "C", "C", "C", "C", "C", "C", "C", "C", "C", "C", "C", "F", "C", "F", "F", "F", "H", "H", "H", "H", "H", "H", "H", "H", "H", "H", "H", "H", "H", "H", "H", "H", "H", "H", "H", "H", "H", "H", "H", "H", "H", "H", "H", "H", "H", "H", "H", "H", "H", "H", "H", "H", "H", "H", "H", "O", "C", "O", "C", "C", "C", "H", "H", "H", "H", "H", "H", "O", "C", "O", "C", "C", "C", "H", "H", "H", "H", "H", "H"],
  "positions_angstrom": [[-6.047, 0.670, -0.397], [-5.890, 2.030, -1.053], [-5.000, 2.008, -2.154], [-3.030, 1.933, -2.255], [-3.053, 1.147, -4.653], [-3.020, 4.457, -3.017], [-0.796, 1.963, -2.337], [-0.014, 1.331, -1.173], [1.375, 0.817, -1.598], [1.490, -0.706, -1.510], [1.918, -1.281, -0.162], [1.220, -0.727, 1.070], [1.822, -1.197, 2.391], [1.328, -0.323, 3.552], [2.316, 1.256, 3.825], [4.073, 1.082, 3.203], [1.509, 2.687, 2.915], [2.316, 1.647, 5.664], [3.456, 1.543, 6.464], [3.413, 1.825, 7.825], [2.225, 2.232, 8.413], [1.078, 2.341, 7.638], [1.126, 2.047, 6.280], [-2.812, 2.315, -0.069], [-2.983, 3.745, 0.407], [-1.724, 4.595, 0.331], [-3.356, 3.686, 1.792], [-2.913, -0.349, -1.848], [-1.798, -0.920, -2.444], [-2.807, -0.721, -0.530], [-3.960, -1.091, -2.322], [-6.147, -0.098, -1.160], [-6.970, 0.678, 0.186], [-5.240, 0.427, 0.287], [-5.605, 2.790, -0.322], [-6.873, 2.332, -1.426], [-3.737, 2.143, -5.217], [-0.442, 2.986, -2.481], [-0.526, 1.432, -3.253], [-0.562, 0.505, -0.720], [0.104, 2.071, -0.380], [1.570, 1.127, -2.625], [2.168, 1.270, -0.993], [0.534, -1.137, -1.811], [2.242, -1.033, -2.233], [1.681, -2.340, -0.199], [2.998, -1.183, -0.023], [0.157, -0.979, 1.065], [1.271, 0.368, 1.062], [2.910, -1.173, 2.293], [1.556, -2.241, 2.559], [1.225, -0.890, 4.478], [0.321, 0.022, 3.295], [4.578, 0.224, 3.646], [4.649, 1.987, 3.397], [4.037, 0.935, 2.123], [0.424, 2.599, 2.884], [1.876, 2.729, 1.888], [1.761, 3.627, 3.407], [4.385, 1.229, 6.007], [4.308, 1.728, 8.426], [2.192, 2.451, 9.471], [0.144, 2.656, 8.082], [0.225, 2.134, 5.687], [-3.546, 1.723, 0.485], [-1.843, 1.986, 0.305], [-3.828, 4.243, -0.067], [-0.850, 3.986, 0.107], [-1.808, 5.390, -0.402], [-1.563, 5.043, 1.311], [2.275, -3.323, -5.193], [1.262, -2.695, -5.325], [0.147, -2.991, -4.634], [-0.957, -2.152, -5.049], [-0.301, -0.923, -5.666], [0.988, -1.516, -6.243], [-1.559, -2.716, -5.765], [-1.559, -1.921, -4.176], [-0.938, -0.424, -6.391], [-0.063, -0.205, -4.881], [0.852, -1.904, -7.255], [1.833, -0.834, -6.235], [1.576, -4.772, 1.014], [1.628, -5.338, -0.037], [1.947, -6.659, -0.146], [2.013, -7.049, -1.538], [1.174, -6.008, -2.265], [1.385, -4.770, -1.420], [3.060, -7.026, -1.849], [1.639, -8.065, -1.630], [1.457, -5.878, -3.308], [0.123, -6.300, -2.234], [2.264, -4.206, -1.736], [0.517, -4.116, -1.425]],
  "forces_ev_per_angstrom": [[-0.3, 0.1, 0.1], [-0.8, 0.1, -0.4], [1.6, -0.3, 1.6], [-1.7, 1.7, -2.2], [0.4, -0.6, 0.1], [0.1, -0.5, 0.1], [0.0, -0.3, 0.9], [0.4, 0.3, -0.2], [0.1, -0.1, 0.3], [0.4, 0.2, -0.2], [-0.4, -0.2, 0.2], [0.1, 0.4, 0.1], [-0.1, -0.2, -0.1], [0.0, 0.1, -0.2], [-0.1, 0.0, -0.1], [-0.2, 0.0, 0.1], [0.1, 0.0, 0.2], [0.0, 0.1, 0.2], [-0.2, 0.0, 0.0], [0.0, 0.0, -0.1], [0.0, -0.1, -0.1], [0.0, 0.0, -0.2], [0.1, 0.0, 0.1], [0.2, -0.2, 0.3], [-0.1, -0.1, 0.1], [0.0, 0.0, 0.2], [0.0, 0.0, 0.0], [0.2, -0.3, 0.1], [-0.3, 0.1, 0.3], [0.0, 0.1, -0.2], [0.2, 0.2, 0.1], [0.1, -0.1, 0.0], [0.0, 0.0, 0.1], [0.2, -0.1, -0.1], [0.2, 0.0, 0.0], [0.0, 0.1, -0.1], [-0.2, 0.2, 0.2], [-0.1, 0.1, 0.0], [-0.2, -0.1, -0.1], [0.0, 0.0, 0.0], [0.0, 0.0, 0.1], [0.0, 0.1, -0.1], [0.0, 0.0, 0.0], [0.0, -0.1, -0.1], [-0.1, -0.2, -0.1], [0.3, -0.3, 0.1], [0.1, 0.1, -0.1], [-0.1, 0.0, -0.1], [0.0, 0.1, -0.1], [0.1, 0.0, 0.1], [0.0, -0.1, 0.0], [0.2, 0.0, 0.1], [-0.1, -0.1, 0.1], [0.1, 0.0, 0.0], [0.1, 0.0, 0.0], [0.1, 0.0, -0.1], [-0.1, 0.0, 0.0], [-0.1, 0.0, -0.1], [0.0, 0.1, -0.1], [0.1, 0.0, 0.1], [0.1, 0.0, 0.0], [0.0, 0.0, 0.1], [0.0, 0.0, 0.1], [-0.1, 0.0, 0.0], [-0.2, -0.1, -0.2], [0.0, -0.2, 0.0], [0.0, 0.1, 0.0], [0.0, 0.0, -0.1], [0.0, 0.0, -0.1], [0.0, 0.1, 0.0], [0.1, 0.0, 0.0], [-0.1, 0.0, -0.1], [-0.1, -0.1, 0.1], [-0.1, 0.2, 0.0], [0.2, -0.1, -0.1], [-0.1, 0.1, 0.2], [0.1, 0.0, -0.1], [0.1, -0.1, -0.2], [0.0, 0.0, 0.0], [0.0, 0.0, 0.0], [0.0, 0.0, 0.0], [0.1, 0.0, -0.1], [0.0, -0.2, 0.1], [0.1, 0.1, -0.2], [0.0, -0.1, 0.0], [0.0, 0.2, 0.2], [-0.1, -0.2, -0.3], [-0.2, -0.1, -0.1], [0.0, 0.0, 0.0], [0.0, 0.0, 0.1], [0.0, 0.0, 0.0], [0.0, 0.0, 0.0], [0.0, 0.1, 0.0], [0.1, 0.2, 0.1]]
}